[1]
The following is a quantum chemistry calculation of a 2-piece molecular cluster, C9H14O overall, from OMol25.

XYZ file:
```
24
Properties=species:S:1:pos:R:3:forces:R:3
H 3.36682 -1.29477 4.14311 -1.037 -0.427 -2.063
C 0.61107 0.85781 -1.53340 -3.894 0.012 1.718
H 1.94298 1.79145 0.54913 -2.350 1.351 -0.555
H -1.87433 -1.52368 -3.18591 -0.262 -0.170 0.576
H -3.31329 -0.63487 -2.81097 0.427 -0.739 0.808
O 1.04920 2.27792 0.39173 2.850 -0.770 0.743
C -0.35411 0.07198 -2.15409 0.179 -0.176 1.632
H -2.84360 -2.09934 -1.78944 0.016 0.405 0.095
C 2.38470 -1.68247 3.65611 -0.306 0.738 2.670
H -1.00431 1.53065 1.48862 -0.079 -0.846 -2.268
H 1.64642 -0.88562 3.99038 0.876 -1.167 0.403
H -0.02298 -0.48396 -3.03259 -0.574 0.215 0.021
C 0.18767 1.44352 -0.28045 3.215 -0.704 -1.507
H -2.85881 0.09496 0.22972 -0.118 -0.192 0.342
H 2.67702 -1.62843 1.42663 0.511 0.884 -0.765
H 0.94611 -1.35264 2.10101 1.316 -0.573 -0.697
H 1.82107 -2.94893 2.05496 -0.382 0.239 -0.314
H 1.51351 0.88914 -2.04520 1.840 0.859 -0.184
C -0.92766 1.10141 0.40397 -1.634 0.707 2.162
C -1.89711 0.30687 -0.19614 0.993 -0.531 -2.621
C -2.47935 -1.21064 -2.31373 0.123 1.786 -0.640
C 1.95003 -1.86465 2.15784 -0.609 -1.096 2.116
H 2.26526 -2.62607 4.32271 -0.386 1.432 -1.382
C -1.58448 -0.19903 -1.50278 -0.714 -1.236 -0.288
```
Positions in Å, forces in eV/Å.

ΔE to the lowest compared entry with this formula, charge and spin (kJ/mol): 198.4
Largest force on an atom (eV/Å): 4.26
E (a.u.): -426.49723
SMILES: Cc1ccc(O)cc1.CC
Highest occupied orbital energy (Ha): -0.3131

[2]
The following is a quantum chemistry calculation of a 2-piece molecular cluster, C9H14O overall, from OMol25.

XYZ file:
```
24
Properties=species:S:1:pos:R:3:forces:R:3
H -1.02377 0.03084 -3.36958 -0.355 0.015 0.687
H -2.46389 -0.97445 -0.87479 -0.318 0.171 -0.072
C -1.23081 0.02381 0.13983 1.129 3.142 -0.618
H 2.86437 1.30347 2.10132 -0.224 0.487 0.564
H 1.62092 1.80930 0.20818 -0.572 0.366 0.616
H -1.79990 -1.57198 1.56227 0.783 1.560 -0.368
C 0.05371 -0.61262 1.98564 2.676 2.783 1.357
H 0.77379 -2.18278 -3.21438 0.330 -0.936 -0.331
C 2.12756 0.73694 2.68722 0.252 -0.640 -1.906
H 2.67902 -0.16721 2.88644 0.056 -0.428 0.831
C 0.52258 -1.40112 -2.53466 0.754 1.219 -1.474
C 0.78194 1.22035 0.60883 0.710 -0.332 -0.393
H 1.47177 -1.15172 -2.01191 -0.986 -0.045 0.051
H -0.25599 -1.78043 -1.93299 -0.566 -0.249 1.175
C 1.01280 0.39358 1.70469 -0.752 -0.053 0.625
O -2.12594 -0.06916 -0.85777 -1.672 -1.598 -0.062
H -0.41342 1.80014 -1.00729 -0.638 -0.793 0.016
H 0.18527 -1.12055 2.89170 0.204 -1.061 1.095
H 0.60501 0.61223 -3.31698 0.671 1.344 0.236
H 0.08967 -0.49764 -4.49004 0.387 -0.382 -0.741
C -1.10448 -0.68787 1.33622 -2.911 -2.703 -2.660
C 0.01519 -0.24534 -3.45359 -0.176 -0.985 0.373
H 1.76669 1.25156 3.57622 0.205 -0.042 -0.073
C -0.36049 1.10436 -0.16517 1.013 -0.840 1.072
```
Positions in Å, forces in eV/Å.

ΔE to the lowest compared entry with this formula, charge and spin (kJ/mol): 133.9
Largest force on an atom (eV/Å): 4.78
E (a.u.): -426.52180
SMILES: Cc1ccc(O)cc1.CC
Highest occupied orbital energy (Ha): -0.2983

[3]
The following is a quantum chemistry calculation of the molecule C9H14O3S2, from OMol25.

XYZ file:
```
28
Properties=species:S:1:pos:R:3:forces:R:3
S -1.92686 1.59903 0.50180 0.698 -0.024 -0.791
O 0.86613 2.52256 0.01002 -0.321 0.449 -0.733
H 1.38954 0.45015 -2.46243 -0.989 0.070 -0.736
C -2.10228 -1.66026 -0.37441 -1.571 2.038 -5.147
C 1.02415 -0.15768 1.03918 0.288 0.214 0.630
C -3.09303 -0.83216 0.36269 -1.814 -1.534 1.316
H -2.49409 -2.35699 -1.20681 0.012 0.969 1.655
O 1.24996 0.70639 1.84005 0.788 0.589 0.610
C 1.62049 1.11650 -1.66006 -0.712 1.103 0.338
H -1.50475 -2.19597 0.20884 2.557 -2.220 2.679
H 3.14859 -1.24278 1.72913 -0.534 0.557 -0.880
H 1.84573 2.17444 -2.04991 0.642 -1.854 0.277
H -3.84567 -1.56839 0.77218 1.002 0.490 0.671
C 0.46752 1.49106 -0.73391 0.711 -1.292 -1.253
H 3.34706 -0.12249 -1.70899 -0.438 0.115 1.600
C 2.00240 -0.68831 0.04009 2.790 -0.221 0.611
C -0.72395 0.85800 -0.59611 0.230 0.459 0.191
O 3.02928 -1.41256 0.77333 0.590 -0.265 0.751
C -2.47030 0.13458 1.38306 1.505 -1.441 0.149
H 0.13277 -0.71314 1.19113 -1.007 -1.133 -0.280
H 1.62865 -1.52764 -0.46790 -1.305 -0.491 -1.269
H -1.52186 -0.43425 1.87507 -2.609 1.673 -0.449
C 2.69961 0.31276 -0.88592 0.323 2.465 -0.257
H -3.21360 0.61026 2.03870 0.364 -0.882 0.376
H 3.24170 1.12080 -0.29403 -0.173 -1.564 -0.392
H -3.79608 -0.33090 -0.25549 -0.052 0.970 -1.103
S -1.06236 -0.60316 -1.53002 -0.473 -0.036 0.042
H 0.06123 2.75013 0.46070 -0.505 0.796 1.393
```
Positions in Å, forces in eV/Å.

ΔE to the lowest compared entry with this formula, charge and spin (kJ/mol): 0.0
Largest force on an atom (eV/Å): 5.75
E (a.u.): -1373.32679
SMILES: O=C[C@H](O)CCC(O)=C1SCCCS1
Highest occupied orbital energy (Ha): -0.2963

[4]
The following is a quantum chemistry calculation of a 2-piece molecular cluster, C9H14OS overall, from OMol25.

XYZ file:
```
25
Properties=species:S:1:pos:R:3:forces:R:3
H 3.47197 -2.23066 1.72327 0.496 -0.541 0.577
H -0.24085 -0.59886 2.47942 0.265 0.020 -0.519
H 0.40800 -1.30713 -2.11921 0.682 0.527 -0.162
C -2.29726 0.76522 -0.34105 0.003 0.585 -0.137
H -4.39540 0.04575 -0.92903 -0.463 -1.003 -0.087
H -0.66496 1.85770 0.51265 -0.384 0.641 -0.564
H 2.09378 -1.96039 0.70431 0.170 0.369 0.607
C -1.59219 -1.17594 -1.57263 -0.106 1.335 0.385
C 1.20735 1.39970 -1.43985 1.074 1.709 2.435
H 1.79617 1.13119 -2.27292 0.162 -0.774 -1.127
H -1.86336 -2.20905 -1.79622 0.341 0.371 -0.420
H 0.52201 0.92835 1.72046 -0.246 -0.843 0.442
C -0.98498 1.15533 -0.25226 0.657 0.694 -0.196
C 0.56190 0.14307 2.50030 0.005 0.953 0.217
C -0.28094 -0.62288 -1.64853 -1.982 -0.708 0.226
H 3.47057 -0.89631 0.60612 0.039 0.334 0.150
H 1.94092 1.46158 -0.59559 -0.452 -0.244 -0.316
C 2.86843 -1.45296 1.32074 -1.409 0.056 -1.521
H 0.91901 2.44828 -1.55448 0.059 -0.037 -0.294
C -0.00404 0.63976 -1.09550 -0.443 -2.083 -0.652
S 2.23790 -0.46684 2.69409 0.702 -0.198 0.808
O -3.93381 -0.79475 -1.12507 0.401 1.533 -0.201
H 0.43085 0.66893 3.47317 0.140 -0.247 -0.563
C -2.62325 -0.33509 -1.11250 0.338 -1.970 0.675
H -3.04783 1.40600 0.12030 -0.049 -0.479 0.234
```
Positions in Å, forces in eV/Å.

ΔE to the lowest compared entry with this formula, charge and spin (kJ/mol): 123.9
Largest force on an atom (eV/Å): 3.16
E (a.u.): -824.70486
SMILES: Cc1ccc(O)cc1.CSC
Highest occupied orbital energy (Ha): -0.3061

What did the first record say?
The following is a quantum chemistry calculation of a 2-piece molecular cluster, C9H14O overall, from OMol25.

XYZ file:
```
24
Properties=species:S:1:pos:R:3:forces:R:3
H 3.36682 -1.29477 4.14311 -1.037 -0.427 -2.063
C 0.61107 0.85781 -1.53340 -3.894 0.012 1.718
H 1.94298 1.79145 0.54913 -2.350 1.351 -0.555
H -1.87433 -1.52368 -3.18591 -0.262 -0.170 0.576
H -3.31329 -0.63487 -2.81097 0.427 -0.739 0.808
O 1.04920 2.27792 0.39173 2.850 -0.770 0.743
C -0.35411 0.07198 -2.15409 0.179 -0.176 1.632
H -2.84360 -2.09934 -1.78944 0.016 0.405 0.095
C 2.38470 -1.68247 3.65611 -0.306 0.738 2.670
H -1.00431 1.53065 1.48862 -0.079 -0.846 -2.268
H 1.64642 -0.88562 3.99038 0.876 -1.167 0.403
H -0.02298 -0.48396 -3.03259 -0.574 0.215 0.021
C 0.18767 1.44352 -0.28045 3.215 -0.704 -1.507
H -2.85881 0.09496 0.22972 -0.118 -0.192 0.342
H 2.67702 -1.62843 1.42663 0.511 0.884 -0.765
H 0.94611 -1.35264 2.10101 1.316 -0.573 -0.697
H 1.82107 -2.94893 2.05496 -0.382 0.239 -0.314
H 1.51351 0.88914 -2.04520 1.840 0.859 -0.184
C -0.92766 1.10141 0.40397 -1.634 0.707 2.162
C -1.89711 0.30687 -0.19614 0.993 -0.531 -2.621
C -2.47935 -1.21064 -2.31373 0.123 1.786 -0.640
C 1.95003 -1.86465 2.15784 -0.609 -1.096 2.116
H 2.26526 -2.62607 4.32271 -0.386 1.432 -1.382
C -1.58448 -0.19903 -1.50278 -0.714 -1.236 -0.288
```
Positions in Å, forces in eV/Å.

ΔE to the lowest compared entry with this formula, charge and spin (kJ/mol): 198.4
Largest force on an atom (eV/Å): 4.26
E (a.u.): -426.49723
SMILES: Cc1ccc(O)cc1.CC
Highest occupied orbital energy (Ha): -0.3131